Entry 1:
A 7-piece molecular cluster, C21H42O11 overall. Source: OMol25; level of theory: ωB97M-V/def2-TZVPD.

**Energy above the lowest of the compared OMol25 structures with the same formula, charge and spin**: 0.0000 eV
**E_HOMO**: -9.02 eV
**Frontier orbital gap**: 9.541 eV
**SMILES**: COC(=O)OC.COC(=O)OC.CC(C)=O.CC(C)=O.CC(C)=O.CC(C)=O.CC(C)=O

ORCA input file:
```
! wB97M-V def2-TZVPD RIJCOSX def2/J DEFGRID3
* xyz 0 1
C 21.040 -23.258 20.621
O 21.621 -24.540 20.448
C 21.401 -25.399 21.441
O 20.890 -25.144 22.492
O 21.792 -26.591 21.039
C 21.703 -27.633 21.992
H 21.452 -22.683 21.451
H 19.960 -23.325 20.749
H 21.206 -22.689 19.717
H 21.985 -27.337 23.004
H 22.440 -28.402 21.760
H 20.698 -28.052 21.994
C 15.734 -14.079 25.585
O 16.928 -14.459 24.949
C 16.885 -15.462 24.069
O 15.914 -16.052 23.714
O 18.128 -15.616 23.671
C 18.431 -16.665 22.779
H 15.160 -14.919 25.984
H 15.048 -13.522 24.946
H 16.006 -13.461 26.436
H 19.044 -16.365 21.931
H 17.493 -17.071 22.405
H 18.993 -17.472 23.251
C 23.024 -21.635 18.137
C 23.501 -20.551 17.190
C 23.814 -20.861 15.770
O 23.696 -19.432 17.625
H 23.571 -21.581 19.074
H 23.090 -22.625 17.687
H 21.960 -21.469 18.311
H 24.735 -20.339 15.526
H 23.010 -20.520 15.113
H 23.874 -21.941 15.632
C 19.534 -19.241 18.859
C 18.901 -19.840 20.080
C 17.510 -19.324 20.420
O 19.392 -20.736 20.732
H 19.632 -18.171 19.078
H 18.782 -19.295 18.071
H 20.516 -19.604 18.578
H 17.601 -18.321 20.840
H 16.994 -19.905 21.182
H 16.842 -19.206 19.567
C 17.804 -15.652 16.460
C 17.900 -16.989 15.783
C 16.842 -17.398 14.795
O 18.810 -17.730 16.097
H 18.759 -15.289 16.825
H 17.102 -15.710 17.300
H 17.334 -14.892 15.824
H 17.216 -17.253 13.780
H 15.919 -16.826 14.895
H 16.567 -18.445 14.915
C 14.235 -15.154 20.736
C 15.612 -15.509 20.282
C 16.757 -14.612 20.718
O 15.838 -16.408 19.492
H 13.482 -15.867 20.415
H 13.995 -14.214 20.225
H 14.258 -14.986 21.812
H 16.947 -14.026 19.814
H 17.687 -15.104 20.958
H 16.384 -13.999 21.539
C 20.728 -23.016 24.909
C 20.050 -21.683 25.102
C 19.916 -20.807 23.875
O 19.525 -21.391 26.155
H 19.996 -23.818 24.897
H 21.504 -23.145 25.661
H 21.228 -22.996 23.939
H 19.464 -21.350 23.042
H 20.922 -20.556 23.525
H 19.295 -19.934 24.059
*
```



Entry 2:
C5H7NO as an isolated structure. Source: OMol25; level of theory: ωB97M-V/def2-TZVPD.

**Energy above the lowest of the compared OMol25 structures with the same formula, charge and spin**: 1.8921 eV
**E_HOMO**: -9.98 eV
**Frontier orbital gap**: 10.977 eV

ORCA input file:
```
! wB97M-V def2-TZVPD RIJCOSX def2/J DEFGRID3
* xyz 0 1
N 2.724 0.164 0.036
C 1.495 -0.076 -0.047
O 0.842 -1.295 -0.085
C -0.308 -0.673 -0.724
C -1.484 -0.462 0.221
C -0.809 0.841 0.729
C 0.273 0.724 -0.390
H 3.239 -0.717 0.096
H -0.433 -1.071 -1.731
H -1.671 -1.261 0.942
H -2.401 -0.260 -0.342
H -0.422 0.802 1.750
H -1.434 1.732 0.629
H 0.390 1.553 -1.085
*
```



Entry 3:
C3H6ClP as an isolated structure. Source: OMol25; level of theory: ωB97M-V/def2-TZVPD.

**Energy above the lowest of the compared OMol25 structures with the same formula, charge and spin**: 1.2107 eV
**E_HOMO (spin up / spin down)**: -7.45 / -9.45 eV
**Frontier orbital gap (spin up / spin down)**: 7.595 / 7.810 eV

ORCA input file:
```
! wB97M-V def2-TZVPD RIJCOSX def2/J DEFGRID3
* xyz 0 3
C -0.936 -0.339 -0.027
C 1.630 -0.063 -0.322
C 0.280 0.231 0.483
P -2.740 1.118 -0.043
Cl -1.233 -1.989 -0.075
H 1.386 0.351 -1.346
H 1.933 -1.119 -0.094
H 2.531 0.552 -0.198
H 0.581 -0.085 1.574
H 0.161 1.363 0.304
H -3.592 -0.021 -0.255
*
```



Entry 4:
A 2-piece molecular cluster, C5H11NS2 overall. Source: OMol25; level of theory: ωB97M-V/def2-TZVPD.

**Energy above the lowest of the compared OMol25 structures with the same formula, charge and spin**: 7.1543 eV
**E_HOMO**: -8.20 eV
**Frontier orbital gap**: 7.527 eV

ORCA input file:
```
! wB97M-V def2-TZVPD RIJCOSX def2/J DEFGRID3
* xyz 0 1
C 1.243 0.197 0.725
C -0.064 0.916 0.462
C -2.011 1.197 -0.514
C -2.216 -0.365 -0.076
C 0.588 -1.328 0.796
H 3.261 1.850 0.252
H 1.797 0.196 1.733
H -0.329 0.270 -0.360
H -0.579 0.577 1.524
H -1.246 2.339 1.034
H -1.625 1.178 -1.505
H -2.983 1.646 -0.216
H -2.571 -0.313 0.960
H -3.085 -0.802 -0.550
H 0.346 -1.840 1.800
H 1.204 -2.024 0.165
N -1.004 1.992 0.163
S 2.585 0.234 -0.571
S -0.860 -1.530 -0.325
*
```



Entry 5:
C38H39F2FeN7O as an isolated structure. Source: OMol25; level of theory: ωB97M-V/def2-TZVPD.

**Energy above the lowest of the compared OMol25 structures with the same formula, charge and spin**: 0.3952 eV
**E_HOMO (spin up / spin down)**: -0.77 / -0.78 eV
**Frontier orbital gap (spin up / spin down)**: 5.002 / 5.003 eV

ORCA input file:
```
! wB97M-V def2-TZVPD RIJCOSX def2/J DEFGRID3
* xyz -2 1
Fe -0.115 0.236 0.307
F 5.029 1.320 -0.361
C 4.092 0.323 -0.483
C 2.793 0.566 -0.118
C 1.784 -0.423 -0.212
C 2.222 -1.656 -0.754
C 3.556 -1.858 -1.073
F 3.952 -3.080 -1.562
C 4.537 -0.896 -0.961
C 1.304 -2.810 -0.967
C 1.220 -3.827 -0.018
C 0.311 -4.849 -0.200
C -0.471 -4.850 -1.343
C -0.281 -3.830 -2.257
N 0.591 -2.838 -2.095
H 2.538 1.541 0.278
H 5.565 -1.085 -1.234
H 1.833 -3.773 0.872
H 0.193 -5.620 0.553
H -1.235 -5.597 -1.510
H -0.878 -3.794 -3.165
O 0.561 2.212 0.325
C 0.056 3.281 -0.114
C 0.884 4.430 -0.349
C 0.400 5.587 -0.904
C -0.952 5.710 -1.255
C -1.789 4.640 -0.995
C -1.338 3.449 -0.423
C -2.286 2.402 -0.056
N -2.029 1.177 0.362
C -3.238 0.599 0.684
C -4.243 1.477 0.447
N -3.632 2.620 -0.029
H 1.930 4.328 -0.085
H 1.078 6.417 -1.078
H -1.335 6.617 -1.707
H -2.837 4.743 -1.268
H -3.294 -0.406 1.069
H -5.309 1.400 0.571
H -4.078 3.491 -0.242
C -1.493 1.947 3.140
C -0.396 0.956 3.390
C 0.121 0.740 4.656
C 1.190 -0.165 4.492
C 1.267 -0.436 3.137
C 2.328 -1.341 2.582
N 0.277 0.223 2.440
H -1.715 2.443 4.089
H -2.418 1.494 2.784
H -1.199 2.716 2.421
H -0.228 1.213 5.565
H 1.854 -0.566 5.248
H 2.832 -1.818 3.429
H 3.082 -0.817 1.998
H 1.935 -2.132 1.942
N -0.059 0.601 -1.716
C 0.036 0.613 -2.859
N 0.244 0.566 -4.169
C 1.044 -0.556 -4.670
C 2.458 -0.100 -5.008
C 2.455 1.167 -5.897
C 1.037 1.660 -6.192
C 0.258 1.838 -4.898
H 0.546 -0.984 -5.546
H 1.046 -1.319 -3.889
H 2.983 -0.922 -5.501
H 2.986 0.091 -4.072
H 2.983 0.984 -6.836
H 2.995 1.970 -5.389
H 0.514 0.955 -6.844
H 1.067 2.616 -6.719
H -0.767 2.167 -5.089
H 0.742 2.608 -4.287
C -2.475 -1.022 -2.213
C -2.369 -1.784 -0.929
C -3.275 -2.768 -0.568
C -2.893 -3.202 0.719
C -1.771 -2.459 1.060
C -1.031 -2.599 2.350
N -1.438 -1.574 0.066
H -3.453 -1.227 -2.659
H -1.708 -1.313 -2.942
H -2.394 0.053 -2.066
H -4.114 -3.101 -1.168
H -3.352 -3.967 1.332
H -1.340 -3.531 2.835
H -1.203 -1.771 3.040
H 0.042 -2.643 2.184
*
```



Entry 6:
A 3-piece molecular cluster, C19H23BrF5N4O2 overall. Source: OMol25; level of theory: ωB97M-V/def2-TZVPD.

**E_HOMO**: -5.74 eV
**Frontier orbital gap**: 8.442 eV

ORCA input file:
```
! wB97M-V def2-TZVPD RIJCOSX def2/J DEFGRID3
* xyz -1 1
C -0.550 -0.672 2.926
C -1.211 -1.023 1.985
C -2.004 -1.499 0.861
C -1.579 -0.881 -0.503
C -2.651 -1.339 -1.560
N -2.799 -0.521 -2.749
C -0.243 -1.634 -0.933
O 0.410 -2.190 -0.029
O 0.024 -1.579 -2.154
N -1.300 0.566 -0.401
C -0.080 1.028 -1.064
C 1.189 0.799 -0.232
C 2.431 0.673 -1.147
Br 1.478 2.269 1.027
C -2.246 1.577 -0.269
F -1.698 2.623 0.444
F -2.620 2.172 -1.467
C -3.596 1.317 0.460
F -4.261 2.496 0.513
F -4.389 0.457 -0.187
F -3.423 0.902 1.711
H 0.026 -0.193 3.681
H -3.067 -1.330 1.043
H -1.879 -2.577 0.757
H -3.619 -1.459 -1.072
H -2.369 -2.341 -1.888
H -1.926 -0.112 -3.042
H -3.519 0.178 -2.661
H 0.051 0.531 -2.021
H -0.139 2.097 -1.288
H 1.106 -0.124 0.336
H 3.129 -0.055 -0.735
H 2.146 0.349 -2.146
H 2.961 1.624 -1.203
N -0.206 -3.878 3.716
C -1.210 -4.790 3.856
C -0.786 -5.760 4.729
C 0.533 -5.414 5.130
C 0.858 -4.248 4.483
H -0.245 -3.054 3.133
H -2.139 -4.673 3.325
H -1.355 -6.619 5.043
H 1.169 -5.957 5.810
H 1.756 -3.653 4.505
N 2.878 3.927 -3.239
C 3.300 4.390 -2.024
C 4.416 5.156 -2.234
C 4.674 5.155 -3.633
C 3.707 4.386 -4.224
H 2.084 3.330 -3.381
H 2.772 4.130 -1.122
H 4.986 5.658 -1.470
H 5.479 5.657 -4.144
H 3.542 4.125 -5.256
*
```



> What is the formula in the first record?

C21H42O11



> Which formula does entry 3 have?

C3H6ClP